1.
{"formula": "C17H37BNO3", "method": "wB97M-V/def2-TZVPD", "s_squared": 0.754, "homo_lumo_gap_ev": [9.205, 9.754], "homo_ev": [-8.5, -9.5], "max_force_ha_per_bohr": 0.03592, "energy_ev": -26536.433, "spin_multiplicity": 2, "species": ["H", "C", "C", "H", "C", "H", "O", "H", "C", "H", "H", "C", "H", "H", "H", "H", "H", "H", "C", "C", "C", "C", "H", "H", "C", "B", "H", "C", "H", "H", "H", "H", "O", "C", "H", "H", "H", "H", "H", "H", "C", "H", "H", "H", "C", "H", "H", "C", "H", "C", "H", "N", "O", "H", "H", "H", "C", "H", "H"], "positions_angstrom": [[-5.16521, -0.74923, -2.30957], [0.83639, -2.69049, -2.88694], [3.27083, 1.04759, 3.32068], [4.20908, 0.60295, 2.99209], [-4.82530, -1.38906, -3.11623], [1.88859, -2.94488, -2.87025], [-2.06746, -3.11808, -3.90743], [2.39249, 3.48991, 1.03422], [0.08341, -4.05417, -2.76260], [2.25548, 3.84157, 4.05792], [-3.81337, -1.99276, -0.67726], [0.37644, 3.51676, 3.02214], [-4.38715, -3.48049, -3.00832], [-2.01736, -2.68949, -1.84354], [0.79920, 0.41443, -1.58108], [-4.23470, -0.78510, -3.79910], [-0.24930, -4.21645, -1.73731], [-0.84341, -0.07164, -1.58301], [-4.02183, -2.57166, -2.54685], [-2.51919, -2.39957, -2.76290], [2.48142, 1.63381, 2.11984], [-1.25441, 1.61971, 3.06487], [3.72540, 3.38253, 2.16371], [-0.62733, -0.59873, -4.06246], [0.56090, -1.71926, -1.72400], [-1.17634, -4.14257, -3.71137], [-5.70052, -1.73742, -3.65227], [0.21015, 2.01144, 3.22257], [-0.06258, 3.80632, 2.06252], [0.52815, 0.55511, 4.81195], [1.58528, 1.96072, 4.95606], [4.15023, 1.19737, 0.84700], [0.47112, 1.28501, 1.06309], [3.07686, 1.01094, 0.86044], [3.52244, 1.80309, 4.06592], [-0.40541, 1.08127, -3.66956], [2.91440, -0.06803, 0.83942], [0.60697, -2.28835, -3.86604], [-2.31359, -1.34547, -2.92900], [-1.35264, -5.13587, -4.35982], [0.01795, 0.09254, -3.52544], [-0.18781, 4.04412, 3.79388], [-1.38243, 0.54114, 3.16934], [-1.84391, 2.10877, 3.83990], [0.11106, -0.27659, -2.05705], [1.90703, 5.01132, 2.81132], [2.65775, 1.43930, -0.04829], [1.84143, 3.94848, 3.05191], [-0.10670, 2.10817, 5.35663], [2.66487, 3.15397, 2.03960], [-0.17523, -2.15834, -1.06289], [1.03630, 1.26814, 2.22584], [-4.28917, -2.69805, -1.14687], [2.71367, 0.25417, 3.81621], [0.75641, -4.86427, -3.01863], [1.46033, -1.65811, -1.12165], [0.59053, 1.63419, 4.66583], [0.98029, 0.05862, -4.02843], [-1.66049, 1.92069, 2.10129]], "forces_ev_per_a": [[-0.018, 0.117, 0.174], [-0.281, -0.861, 0.531], [-0.122, 0.003, 0.134], [0.017, 0.102, -0.123], [0.084, -0.220, -0.193], [0.314, 0.169, -0.207], [-0.203, -0.675, 0.617], [-0.074, -0.097, -0.010], [-0.449, 0.563, -0.285], [-0.022, -0.055, 0.006], [-0.285, -0.248, -0.224], [0.272, 0.225, -0.221], [0.236, -0.338, 0.039], [0.197, -0.322, -0.065], [0.099, 0.145, 0.153], [0.069, 0.021, -0.165], [0.160, -0.117, 0.290], [-0.240, -0.025, 0.091], [-0.288, 0.821, 0.260], [-0.059, 0.465, -0.291], [1.088, -0.576, 0.569], [-0.136, -0.052, -0.354], [0.044, -0.087, -0.023], [-0.130, -0.067, -0.144], [-0.020, 0.257, -0.304], [0.243, -0.068, -0.279], [-0.209, 0.004, -0.050], [-0.354, -0.280, 1.220], [0.003, -0.125, -0.042], [-0.008, -0.001, -0.015], [-0.004, -0.029, -0.026], [0.031, 0.018, 0.102], [-0.025, -0.542, 0.225], [-0.239, -0.055, -0.293], [-0.067, -0.011, 0.017], [0.025, 0.238, 0.105], [-0.007, 0.003, 0.026], [0.106, 0.346, -0.069], [0.104, 0.173, 0.030], [-0.025, 0.130, -0.256], [-0.186, -0.296, -0.237], [-0.036, -0.070, 0.049], [0.026, 0.001, -0.015], [0.070, 0.020, 0.082], [0.269, 0.177, -0.004], [0.043, 0.002, 0.017], [-0.097, -0.053, 0.052], [-0.030, -0.048, -0.009], [-0.084, 0.009, -0.070], [-0.279, 0.330, -0.043], [-0.181, -0.129, 0.150], [-0.295, 1.380, -1.192], [0.202, -0.026, 0.204], [-0.026, 0.009, -0.027], [0.063, -0.266, 0.053], [0.213, 0.022, 0.121], [0.206, -0.013, -0.046], [0.205, 0.041, -0.008], [0.090, -0.041, -0.030]], "mulliken_spin": [0.00, 0.00, 0.02, 0.00, 0.00, 0.00, 0.00, 0.00, 0.00, 0.00, 0.00, 0.03, 0.00, 0.00, 0.00, 0.00, 0.00, 0.00, 0.00, 0.00, 0.01, -0.01, 0.00, 0.00, 0.00, 0.00, 0.00, 0.02, 0.00, -0.01, 0.00, 0.00, 0.55, -0.02, 0.00, 0.00, 0.00, 0.00, 0.00, 0.00, 0.00, 0.00, 0.00, 0.00, 0.00, 0.00, 0.00, -0.02, 0.00, 0.03, 0.00, 0.39, 0.00, -0.01, 0.00, 0.00, 0.01, 0.00, 0.00]}

***

2.
{"formula": "C17H37F3N2O7S2", "method": "wB97M-V/def2-TZVPD", "homo_lumo_gap_ev": 9.147, "smiles": "CCOC[C@]1(CCCS)OS(=O)(=O)O[C@@H]1C(F)(F)F.COC[C@@H](C)N.COC[C@@H](C)N", "homo_ev": -8.8, "max_force_ha_per_bohr": 0.02531, "energy_ev": -65362.483, "relative_energy_ev": 0.000, "species": ["F", "O", "O", "H", "S", "H", "N", "C", "H", "H", "O", "H", "H", "H", "H", "H", "H", "H", "H", "H", "O", "H", "H", "H", "C", "O", "H", "C", "H", "C", "H", "C", "H", "H", "S", "H", "H", "H", "H", "H", "C", "O", "C", "F", "H", "H", "C", "C", "H", "H", "C", "C", "H", "C", "H", "N", "H", "F", "H", "C", "H", "H", "H", "C", "O", "C", "C", "C"], "positions_angstrom": [[-5.32133, -2.53651, 1.49324], [-1.06042, -0.86630, 1.92945], [-0.29371, -1.85692, -0.15871], [-5.28220, 2.66940, 2.61035], [-2.92389, -3.10007, 6.36823], [-0.61777, -2.47947, 6.33636], [0.79722, 1.34895, -2.98113], [-1.22953, -2.20090, 4.24786], [7.06487, 2.08972, -2.40672], [-3.68234, 3.31804, 2.88206], [-1.50043, 0.66466, -4.61301], [6.65770, 0.12267, -0.06267], [1.24999, -0.66537, -3.21206], [5.36287, 0.91011, 0.84597], [-3.02857, -4.42980, 6.34426], [-1.17924, -2.93041, 3.43363], [4.22242, 2.04422, -1.98603], [-3.32610, -1.61992, 4.19095], [7.77671, 0.47145, -2.63992], [1.55099, -0.44886, -5.75703], [5.83628, 0.69509, -3.34952], [4.57366, -0.80480, -2.95884], [-1.07701, -0.66963, -3.17819], [0.21362, 2.04076, -3.44358], [7.11576, 1.22735, -3.07618], [-3.83126, 1.32897, 2.28955], [-3.11150, -2.48179, 2.11296], [1.66974, 0.35741, -5.03014], [-1.14617, 0.04721, -6.56566], [4.76842, 0.29583, -1.13445], [-3.94510, 2.85598, 5.15896], [-4.30853, 2.43120, 3.04567], [4.24211, -0.53645, -0.65527], [2.72004, 0.39943, -4.73872], [-1.24329, -0.94340, 0.36747], [-0.91659, -3.95981, 5.44786], [-1.84976, 1.34789, 1.77951], [-4.06573, 1.15327, 4.78749], [6.18960, 1.78768, -0.42839], [1.43723, 1.30000, -5.52602], [-4.78735, -1.33264, 1.68098], [-1.33593, 0.35830, -0.21375], [-4.48722, 2.13224, 4.54312], [-5.26252, -0.87530, 2.83239], [3.02548, 0.98344, -1.95113], [-0.61499, 1.70654, -6.18699], [0.78960, 0.13406, -3.80295], [-2.34322, -1.17910, 4.02158], [0.31456, 1.16061, -2.10513], [-0.63389, -1.19978, -4.79951], [-1.37890, 0.94958, -5.99104], [5.36670, -0.26976, -2.42917], [-5.53648, 2.14415, 4.83633], [-3.26059, -1.47112, 1.70878], [-2.13747, 1.35190, 3.51271], [3.78580, 1.35110, -1.38354], [-2.33830, 1.34152, -6.32796], [-5.21391, -0.56363, 0.70707], [-2.19930, -0.34597, 4.71544], [-2.50548, 0.95377, 2.56035], [7.53957, 1.55850, -4.02394], [-0.28066, -1.65660, 4.21205], [6.16052, -0.99831, -2.20990], [-1.27695, -2.94190, 5.60137], [-2.72088, -1.55327, 0.38885], [-2.35393, -0.58557, 2.59617], [5.80980, 0.80678, -0.14236], [-0.63280, -0.33639, -4.11943]], "forces_ev_per_a": [[-0.210, -0.759, -0.121], [-0.087, -0.026, 0.433], [-0.399, -0.153, 0.239], [0.147, -0.084, -0.058], [-0.135, 0.104, 0.094], [-0.111, 0.092, -0.091], [-0.110, -0.183, 0.107], [0.154, 0.038, 0.110], [0.038, -0.039, 0.052], [0.127, -0.200, 0.031], [0.040, 0.043, -0.039], [-0.006, -0.001, -0.001], [-0.073, -0.037, 0.029], [-0.027, 0.035, -0.014], [0.058, -0.079, -0.067], [-0.212, 0.066, 0.066], [-0.011, 0.076, 0.082], [0.050, 0.077, 0.174], [0.007, 0.007, 0.026], [0.000, -0.003, 0.007], [0.030, 0.037, 0.020], [0.004, 0.029, -0.027], [-0.085, 0.053, -0.021], [0.091, 0.045, -0.041], [-0.038, 0.029, -0.090], [0.036, -0.071, 0.237], [-0.087, 0.133, 0.132], [0.051, -0.057, -0.017], [0.025, 0.003, -0.011], [0.085, 0.220, 0.019], [-0.165, -0.019, -0.035], [-0.469, 0.236, 0.020], [0.000, -0.045, -0.052], [-0.006, 0.043, 0.018], [0.220, 0.708, -0.786], [0.090, 0.148, 0.103], [-0.088, -0.030, 0.042], [-0.188, 0.009, -0.043], [-0.010, 0.001, -0.038], [-0.041, 0.005, 0.010], [0.492, 0.469, -0.275], [0.106, -0.334, 0.185], [0.455, 0.087, 0.029], [-0.109, 0.032, 0.652], [-0.170, 0.153, 0.112], [0.043, -0.053, -0.037], [0.074, 0.199, -0.162], [0.393, 0.362, -0.364], [0.074, -0.001, 0.028], [0.118, 0.041, -0.045], [-0.079, 0.045, 0.038], [-0.110, -0.175, -0.013], [0.074, -0.076, -0.013], [0.225, -1.171, 0.522], [-0.163, -0.045, -0.004], [0.072, -0.233, -0.173], [-0.006, -0.013, 0.010], [-0.204, 0.559, -0.596], [-0.182, -0.192, 0.113], [0.042, 0.113, -0.228], [-0.007, -0.015, -0.007], [-0.034, -0.168, -0.091], [0.022, 0.045, 0.050], [0.016, -0.287, -0.144], [-0.009, 0.302, 0.005], [0.222, 0.175, -0.345], [0.045, -0.067, 0.058], [-0.094, -0.203, 0.199]], "mulliken_charge": [-0.31, -0.55, -0.61, 0.37, -0.26, 0.35, -0.59, -0.58, 0.23, 0.32, -0.38, 0.35, 0.35, 0.37, 0.13, 0.36, 0.33, 0.63, 0.31, 0.36, -0.35, 0.30, 0.10, 0.34, -0.68, -0.32, 0.55, -1.36, 0.30, 0.51, 0.30, -0.46, 0.39, 0.17, 1.36, 0.43, 0.39, 0.17, 0.30, 0.31, 0.70, -0.59, -0.84, -0.23, 0.17, 0.23, 0.63, -1.27, 0.16, 0.48, -0.67, -0.72, 0.30, -0.17, 0.58, -0.68, 0.26, -0.25, 0.48, -1.50, 0.25, 0.27, 0.45, -0.80, -0.45, 1.46, -1.53, -0.67]}

***

3.
{"formula": "C17H37IN7O4", "method": "wB97M-V/def2-TZVPD", "homo_lumo_gap_ev": 7.064, "homo_ev": -11.1, "max_force_ha_per_bohr": 0.03153, "energy_ev": -44941.506, "charge": 1, "species": ["H", "H", "C", "H", "C", "O", "H", "H", "C", "O", "H", "H", "H", "N", "H", "N", "H", "C", "H", "O", "H", "C", "H", "C", "I", "C", "C", "H", "H", "H", "H", "C", "N", "H", "C", "N", "C", "H", "H", "N", "H", "H", "H", "H", "H", "H", "C", "H", "H", "H", "H", "C", "H", "N", "C", "H", "C", "C", "H", "H", "H", "N", "O", "C", "H", "H"], "positions_angstrom": [[7.73380, 0.13086, 2.46765], [-2.19000, -0.51938, 1.20875], [-4.14487, -3.20437, -0.49859], [-4.90891, -3.96191, -0.37135], [0.51415, 3.08619, -1.05516], [-0.32714, -3.60370, -1.66021], [-3.03073, 4.44114, 1.86599], [-1.98716, -3.24621, -0.64832], [1.38762, -5.30213, -2.94703], [0.92104, 2.53479, 1.57579], [3.07400, 2.48966, -2.06238], [-2.98807, 0.84593, 2.79072], [6.31169, -0.24916, 0.87888], [1.61536, 2.27734, -0.57001], [2.03069, -4.44108, -2.76772], [6.57779, 1.64188, 1.61349], [-0.38775, -6.44507, -4.78128], [5.97231, 0.79278, 0.77151], [-2.86799, 0.91727, -1.40974], [-4.42439, 2.08965, 2.04048], [6.79049, 3.59366, 2.30532], [-0.31363, -5.35690, -4.78826], [-1.59463, -3.76606, -3.25141], [7.58062, 1.20375, 2.56426], [-7.70446, -1.14026, -1.80980], [1.71198, 2.08531, 0.75610], [6.21126, 3.04868, 1.56462], [5.14807, 3.17157, 1.77289], [0.40387, -5.06033, -5.55439], [8.52875, 1.71115, 2.37982], [0.54517, 3.15167, -2.13970], [-5.10490, -1.04347, -0.57560], [-6.41008, -1.19470, -0.19427], [2.57673, 1.46725, 1.04060], [-2.08269, -0.25898, 0.16546], [-4.55986, -2.05931, -1.30497], [-3.36146, 1.86793, 2.62038], [-1.16399, 1.40263, 3.78982], [-6.71842, -0.43188, 0.40205], [-2.54503, 2.80633, 3.08874], [7.26061, 1.42230, 3.58433], [-0.42966, 2.64076, -0.73106], [-2.14344, 4.83044, 3.35577], [-2.75993, -3.72530, 0.96760], [-0.45279, 2.91192, 3.20136], [-4.90981, 0.76894, 0.28828], [-2.91827, 4.20390, 2.92356], [-3.86844, 4.40172, 3.41868], [-3.85429, -1.72510, -1.95226], [-1.28716, -4.94113, -5.04046], [2.05867, 1.03955, -2.20351], [-1.29084, 2.48262, 3.75113], [1.24259, -5.81873, -1.99877], [-4.43865, 0.03238, -0.24798], [-0.64380, -4.03663, -2.76107], [3.32079, 1.14083, -0.94391], [-3.05307, 0.25173, -0.57639], [-2.89706, -3.37276, -0.05078], [-1.29224, 2.87401, 4.76945], [1.86528, -5.97171, -3.65704], [0.56538, 4.08856, -0.62850], [0.10575, -4.87079, -3.48747], [5.12452, 1.12240, -0.04508], [2.57075, 1.70120, -1.50033], [6.41012, 3.45736, 0.57399], [-1.10427, -0.38105, -0.28265]], "forces_ev_per_a": [[-0.005, -0.001, -0.007], [-0.337, -0.822, -0.226], [-0.205, -0.047, 0.118], [-0.524, 0.680, 1.156], [-0.041, -0.023, 0.193], [-0.026, 0.032, -0.136], [0.009, 0.027, 0.000], [-0.065, 1.451, 0.519], [-0.040, 0.051, 0.051], [0.064, -0.030, -0.130], [0.039, -0.033, -0.009], [-0.042, 0.011, 0.081], [0.004, 0.002, -0.001], [0.003, -0.009, 0.083], [0.021, -0.013, -0.004], [0.011, -0.015, 0.030], [-0.026, 0.001, -0.026], [0.026, 0.004, -0.018], [-0.105, -0.530, -0.482], [-0.089, -0.298, -0.357], [0.005, -0.011, 0.004], [0.081, -0.021, 0.044], [-0.008, -0.025, -0.001], [-0.029, 0.093, -0.015], [0.018, -0.298, 0.121], [0.031, -0.082, -0.085], [-0.036, -0.056, -0.064], [0.004, 0.028, 0.014], [-0.025, 0.000, -0.025], [0.020, -0.030, 0.014], [0.058, -0.061, 0.001], [-0.235, -0.172, -0.045], [0.030, 0.425, -0.005], [0.011, 0.032, 0.000], [0.288, 0.227, -0.300], [0.513, -0.295, -1.428], [0.088, 0.114, -0.019], [-0.001, -0.007, -0.019], [0.070, -0.158, 0.235], [-0.059, -0.058, 0.040], [0.021, -0.029, 0.013], [-0.069, 0.084, -0.087], [0.017, -0.020, -0.001], [-0.045, -1.537, -0.515], [-0.086, -0.125, 0.052], [0.065, 0.089, -0.039], [-0.048, -0.058, -0.033], [0.003, 0.023, 0.001], [0.256, -0.023, 0.271], [-0.002, 0.003, 0.007], [0.019, 0.004, -0.014], [0.093, 0.240, 0.039], [0.021, -0.014, -0.004], [-0.100, 0.937, 0.448], [0.122, -0.036, 0.004], [-0.140, 0.096, -0.189], [0.094, -0.282, 0.392], [0.084, -0.052, -0.117], [-0.053, -0.048, 0.035], [-0.013, 0.001, -0.010], [-0.040, 0.025, -0.047], [-0.009, 0.001, -0.045], [0.181, -0.044, 0.192], [-0.128, -0.012, 0.021], [0.002, 0.026, 0.010], [0.259, 0.668, 0.307]], "mulliken_charge": [0.29, 0.28, -0.30, 0.40, -0.82, -0.75, 0.31, 0.17, -0.93, -0.68, 0.31, 0.39, 0.30, 0.19, 0.30, 0.11, 0.35, 0.10, 0.37, -0.75, 0.37, -0.91, 0.13, -0.92, 0.27, -0.01, -0.87, 0.24, 0.34, 0.34, 0.40, 0.70, -0.77, 0.39, -0.53, -0.08, 0.07, 0.34, 0.42, 0.18, 0.35, 0.12, 0.40, 0.28, 0.43, 0.20, -1.01, 0.33, 0.34, 0.30, 0.32, -0.97, 0.29, 0.04, 0.36, 0.28, -0.49, -0.54, 0.35, 0.38, 0.30, 0.09, -0.62, -0.83, 0.30, 0.28]}